# 1
Density functional theory data (wB97M-V/def2-TZVPD) for 2 unconnected molecules or ions with the total composition C5H11NO in a non-equilibrium geometry.

- molecular weight (Da) = 101.15
- E_tot (eV) = -8898.9365
- strongest force on any atom (hartree/bohr) = 0.0278
- relative energy (zero: lowest compared OMol25 entry of this formula, charge and spin) (eV) = 2.7608
- SMILES string = C=CCNC=C.O
- LUMO (eV) = 1.0
- Kohn-Sham gap (eV) = 8.81

Last column: natural (NBO) charge in e.
Cartesian coordinates (Å):
H (-0.58, 1.21, -1.82)  0.20
C (0.10, -1.33, 0.27)  0.03
H (-0.10, -1.91, 2.29)  0.21
C (-0.33, -2.14, 1.26)  -0.56
H (-1.02, 3.06, 5.31)  0.47
H (-1.03, -2.02, -1.15)  0.38
C (0.38, -0.68, -2.12)  -0.25
N (-0.32, -1.31, -1.03)  -0.62
H (-0.99, -2.97, 1.05)  0.19
O (-1.73, 2.63, 4.82)  -0.93
H (-2.09, 1.99, 5.44)  0.47
H (1.42, -1.02, -2.21)  0.18
C (0.39, 0.81, -2.12)  -0.18
H (2.48, 1.18, -2.33)  0.20
C (1.46, 1.54, -2.41)  -0.41
H (0.92, -0.64, 0.44)  0.18
H (1.28, 2.58, -2.71)  0.20
H (-0.24, -0.97, -2.99)  0.22

# 2
Density functional theory data (wB97M-V/def2-TZVPD) for 3 unconnected molecules or ions with the total composition C3H8N2O2 in a non-equilibrium geometry.

- molecular weight (Da) = 104.11
- E_tot (eV) = -10315.2522
- strongest force on any atom (hartree/bohr) = 0.0376
- relative energy (zero: lowest compared OMol25 entry of this formula, charge and spin) (eV) = 1.7001
- SMILES string = c1c[nH]cn1.O.O
- LUMO (eV) = 0.6
- Kohn-Sham gap (eV) = 9.22

Last column: natural (NBO) charge in e.
Cartesian coordinates (Å):
H (-1.24, -2.00, -0.58)  0.20
H (-2.68, 1.80, -0.16)  0.21
H (-0.73, 1.15, 1.93)  0.22
O (1.76, -0.40, -1.58)  -0.95
H (1.79, 0.47, -2.00)  0.47
N (-1.98, -0.03, -0.92)  -0.47
H (2.38, -0.07, 0.17)  0.49
C (-1.20, 0.66, 1.10)  -0.11
H (0.91, -0.70, -1.93)  0.49
C (-2.11, 0.92, 0.08)  -0.11
H (2.53, 0.75, 1.33)  0.46
N (-0.56, -0.49, 0.70)  -0.50
O (2.12, -0.10, 1.12)  -0.96
C (-1.16, -0.93, -0.42)  0.11
H (0.16, -1.03, 1.15)  0.44

# 3
Density functional theory data (wB97M-V/def2-TZVPD) for a molecular structure, C57H43Cl5NO2P3Tl.

- molecular weight (Da) = 1248.55
- E_tot (eV) = -160568.0779
- strongest force on any atom (hartree/bohr) = 0.0044
- relative energy (zero: lowest compared OMol25 entry of this formula, charge and spin) (eV) = 0.0000
- charge = -1
- LUMO (eV) = 2.2
- Kohn-Sham gap (eV) = 7.24

Last column: Mulliken charge in e.
Cartesian coordinates (Å):
Cl (0.12, 6.08, 0.21)  -0.26
C (-0.27, 4.50, 0.80)  -0.01
C (1.95, -4.32, -2.99)  -0.73
C (6.94, 0.10, 2.72)  -0.44
C (1.95, -0.91, 3.84)  0.51
C (-3.75, -1.41, -4.15)  0.37
C (4.16, 0.41, 2.75)  0.31
C (-2.54, -3.00, -0.93)  0.30
N (-2.81, -0.98, -3.23)  1.69
C (-4.33, -2.49, -6.24)  -0.74
C (-4.88, -4.34, -0.22)  -0.50
C (-2.53, 2.83, -1.72)  0.87
H (-0.92, 2.75, -7.89)  0.36
C (-0.86, 1.98, 1.74)  1.31
H (-2.33, -2.21, -5.56)  0.43
C (-3.05, -4.01, -1.74)  -0.57
Tl (1.26, 0.13, -0.45)  1.45
Cl (1.32, 3.55, -1.18)  -0.23
Cl (-1.26, 0.39, 2.34)  -0.21
C (0.99, -3.34, -2.82)  -0.54
C (-1.51, -1.62, -3.13)  -2.11
H (-3.14, 1.96, -7.13)  0.44
H (2.66, -1.80, 7.04)  0.40
C (-0.02, 2.07, 0.64)  -2.02
C (-4.37, -3.35, 0.60)  -0.65
C (-1.42, 3.09, 2.37)  0.11
C (4.96, 1.19, 3.57)  -0.11
H (0.18, -3.77, 4.14)  0.50
C (1.34, -5.28, -0.88)  -0.59
C (-3.21, -2.68, 0.25)  -0.17
C (2.12, -5.30, -2.02)  -0.57
H (6.96, 1.66, 4.19)  0.40
C (-6.06, -1.63, -4.85)  -0.70
O (1.34, -1.83, 1.14)  -0.66
C (-0.04, 2.60, -5.94)  -0.57
C (-3.79, 5.01, -0.51)  -0.58
C (-5.68, -2.28, -6.02)  -0.57
H (-3.94, 0.70, -2.76)  1.02
C (1.92, 1.97, 3.63)  0.50
H (4.14, -1.15, 1.27)  0.42
H (2.15, 5.32, 3.13)  0.36
H (0.80, 1.05, 5.21)  0.38
H (0.94, 2.94, -6.26)  0.42
H (-2.01, 4.21, -3.27)  0.40
H (6.60, -1.42, 1.25)  0.41
H (3.13, -0.04, 5.40)  0.42
C (-4.21, -4.67, -1.40)  -0.70
C (1.13, -1.99, 3.48)  -0.02
C (-1.08, 2.49, -6.85)  -0.51
C (-2.32, 2.05, -6.42)  -0.76
C (6.14, -0.69, 1.90)  -0.66
P (-1.06, -2.01, -1.36)  0.59
H (-4.00, -2.99, -7.15)  0.40
H (-3.15, 1.74, 0.04)  0.16
C (-3.06, 0.18, -2.41)  -2.91
H (-0.18, -4.25, 0.23)  0.14
H (2.57, -4.32, -3.88)  0.41
H (-1.54, -2.55, -3.69)  1.01
C (2.49, -0.86, 5.12)  -0.05
C (4.77, -0.53, 1.91)  -0.54
C (1.38, -2.91, 5.70)  -0.61
Cl (-1.78, 5.76, 2.66)  -0.21
P (2.32, 0.46, 2.66)  0.66
C (-1.49, 1.82, -4.16)  0.16
H (-3.25, -0.09, -1.36)  0.57
C (0.24, 3.35, 0.21)  0.90
H (-2.79, -1.92, 0.90)  0.26
C (-2.53, 1.72, -5.09)  -0.18
Cl (-2.52, 2.91, 3.69)  -0.23
H (8.01, -0.01, 2.71)  0.36
C (-3.14, 5.16, -1.72)  -0.89
H (1.16, -3.69, 6.42)  0.39
H (0.11, 3.18, 6.23)  0.40
P (-1.62, 1.39, -2.39)  1.19
H (0.88, -2.57, -3.58)  0.32
C (-3.37, -2.07, -5.33)  -0.31
H (1.48, -6.03, -0.11)  0.42
C (6.35, 1.04, 3.55)  -0.77
C (-3.17, 2.69, -0.48)  -0.43
C (0.74, 3.19, 5.34)  -0.84
H (2.87, -6.07, -2.16)  0.36
C (0.39, -4.29, -0.70)  -0.76
H (2.85, 3.19, 2.12)  0.46
H (0.58, 2.31, -3.90)  0.29
C (2.28, 3.19, 3.05)  -0.64
H (-6.42, -2.61, -6.73)  0.40
C (0.58, -2.20, 2.07)  0.15
O (-0.53, -2.76, 1.97)  -0.70
C (1.13, 1.98, 4.77)  -0.32
H (-0.71, -1.00, -3.56)  0.34
H (-2.53, -4.28, -2.66)  0.29
H (-4.26, 5.86, -0.03)  0.41
H (-5.79, -4.86, 0.05)  0.37
H (-4.29, 3.64, 1.07)  0.44
H (-3.10, 6.14, -2.20)  0.39
H (-4.61, -5.45, -2.04)  0.41
C (-3.81, 3.77, 0.11)  -0.68
C (-1.12, 4.36, 1.90)  -0.02
H (-3.51, 1.39, -4.78)  0.40
C (1.88, 4.39, 3.61)  -0.90
C (-0.24, 2.25, -4.61)  -0.48
H (-5.45, -0.76, -3.00)  0.42
C (0.19, -3.32, -1.68)  1.15
H (-4.88, -3.10, 1.53)  0.45
H (-7.11, -1.46, -4.64)  0.41
C (-2.51, 4.08, -2.32)  -0.47
H (0.79, 5.33, 5.20)  0.42
C (-5.12, -1.21, -3.93)  -0.23
C (2.22, -1.86, 6.05)  -0.79
H (4.51, 1.93, 4.22)  0.36
C (1.11, 4.39, 4.77)  -0.43
C (0.84, -2.96, 4.43)  -0.48

# 4
Density functional theory data (wB97M-V/def2-TZVPD) for C3H7NO2 in the gas phase.

- molecular weight (Da) = 89.09
- E_tot (eV) = -8807.8052
- strongest force on any atom (hartree/bohr) = 0.0090
- relative energy (zero: lowest compared OMol25 entry of this formula, charge and spin) (eV) = 2.7237
- SMILES string = C/C(CO)=N/O
- LUMO (eV) = 0.8
- Kohn-Sham gap (eV) = 10.74

Last column: natural (NBO) charge in e.
Cartesian coordinates (Å):
H (0.56, -1.88, -1.09)  0.23
O (-0.65, 1.23, -1.49)  -0.71
O (0.47, 1.75, 1.06)  -0.61
C (0.17, -0.26, 0.23)  0.20
H (1.08, 2.16, 1.69)  0.49
H (1.53, -1.91, 0.41)  0.23
N (0.92, 0.43, 0.99)  -0.14
H (-0.18, -2.39, 0.43)  0.22
C (0.54, -1.69, -0.01)  -0.65
C (-1.04, 0.33, -0.47)  -0.13
H (-1.60, -0.47, -0.97)  0.19
H (-0.11, 1.90, -1.04)  0.48
H (-1.69, 0.80, 0.27)  0.19

Q: Among the records above, which one has the highest strongest force on any atom?
A: C3H8N2O2